Formula: C23H22N2O3
Source: the Open Molecules 2025 dataset
Level of theory: ωB97M-V/def2-TZVPD

E_HOMO   -8.4 eV
Relative energy (zero: lowest compared OMol25 entry of this formula, charge and spin)   1.863 eV
Gap between HOMO and LUMO   8.79 eV

Geometry as XYZ:
```
50
Properties=species:S:1:pos:R:3:forces:R:3:lowdin_charge:R:1
C 3.130844 1.741751 4.177086 0.0 0.0 0.0 -0.040
O 2.912736 1.568064 2.772141 0.0 0.0 0.0 -0.044
C 1.620817 1.471968 2.410310 0.2 0.1 0.0 -0.490
O 0.709599 1.586979 3.185610 0.0 0.0 0.0 0.135
C 1.486876 1.197627 0.928305 -0.3 -0.1 0.0 -0.181
C 0.041683 1.458407 0.520323 0.0 0.0 0.0 -0.197
N -0.111815 1.453811 -0.927183 0.0 0.0 0.0 -0.053
C -1.508334 1.536864 -1.322950 0.0 0.0 0.0 -0.182
C -1.668646 1.470053 -2.820535 0.0 0.0 0.0 -0.188
C -2.724214 0.763586 -3.374951 0.0 0.0 0.0 0.041
C -2.897781 0.713212 -4.753772 0.0 0.0 0.0 -0.302
O -3.958991 -0.000225 -5.220475 0.0 0.0 0.0 0.064
C -2.008749 1.363116 -5.593114 0.0 0.0 0.0 0.026
C -0.945559 2.066147 -5.029550 0.0 0.0 0.0 -0.222
C -0.016008 2.739614 -5.898864 0.0 0.0 0.0 -0.179
N 0.725160 3.272404 -6.596555 0.0 0.0 0.0 0.157
C -0.767734 2.126983 -3.654142 0.0 0.0 0.0 0.010
C 1.986738 -0.239764 0.615354 0.3 0.1 0.1 -0.080
C 1.595549 -1.283041 1.636954 -0.2 0.0 -0.1 -0.156
C 2.445193 -1.541622 2.680185 0.0 0.0 0.0 -0.037
C 2.111360 -2.452468 3.703592 0.0 0.0 0.0 -0.064
C 0.919451 -3.110428 3.668989 0.0 0.0 0.0 -0.034
C 0.021275 -2.906258 2.593841 0.0 0.0 0.0 -0.157
C -1.207035 -3.611133 2.530631 0.0 0.0 0.0 -0.035
C -2.062789 -3.441966 1.483227 0.0 0.0 0.0 -0.079
C -1.722618 -2.556781 0.438460 0.0 0.0 0.0 -0.074
C -0.551663 -1.856566 0.479195 0.0 0.0 0.0 -0.033
C 0.357923 -1.995589 1.560842 0.0 0.0 0.0 -0.097
H 4.207835 1.789734 4.305768 0.0 0.0 0.0 0.093
H 2.662832 2.660607 4.525056 0.0 0.0 0.0 0.095
H 2.713371 0.900718 4.729565 0.0 0.0 0.0 0.093
H 2.133386 1.898604 0.395234 0.0 0.0 0.0 0.156
H -0.617092 0.736437 1.021290 0.0 0.0 0.0 0.119
H -0.255146 2.443827 0.886265 0.0 0.0 0.0 0.133
H 0.296960 0.619695 -1.332934 0.0 0.0 0.0 0.095
H -2.125632 0.752958 -0.857764 0.0 0.0 0.0 0.116
H -1.901245 2.492352 -0.959992 0.0 0.0 0.0 0.135
H -3.430851 0.237452 -2.744770 0.0 0.0 0.0 0.128
H -3.976620 0.030946 -6.182556 0.0 0.0 0.0 0.108
H -2.127423 1.326989 -6.668994 0.0 0.0 0.0 0.128
H 0.063333 2.672534 -3.230507 0.0 0.0 0.0 0.124
H 1.670501 -0.527562 -0.387559 0.0 0.0 0.0 0.107
H 3.076184 -0.204756 0.581610 0.0 0.0 0.0 0.123
H 3.396676 -1.025483 2.722147 0.0 0.0 0.0 0.116
H 2.808227 -2.623015 4.514142 0.0 0.0 0.0 0.105
H 0.646416 -3.807222 4.452207 0.0 0.0 0.0 0.112
H -1.450474 -4.295358 3.334720 0.0 0.0 0.0 0.112
H -2.996199 -3.988057 1.444980 0.0 0.0 0.0 0.103
H -2.393680 -2.436334 -0.402722 0.0 0.0 0.0 0.102
H -0.314630 -1.189807 -0.338136 0.0 0.0 0.0 0.088
```
Forces are in eV/Å.


Formula: C4H5FO
Source: the Open Molecules 2025 dataset
Level of theory: ωB97M-V/def2-TZVPD

E_HOMO   -9.2 eV
Relative energy (zero: lowest compared OMol25 entry of this formula, charge and spin)   0.528 eV
Gap between HOMO and LUMO   10.17 eV

Geometry as XYZ:
```
11
Properties=species:S:1:pos:R:3:forces:R:3:lowdin_charge:R:1
F -1.906176 0.036996 -0.691655 -0.3 0.2 -0.5 -0.045
C -0.901980 0.129160 0.288712 0.6 -2.6 -1.6 -0.272
C 0.034087 1.198814 0.020934 2.3 -0.4 -0.3 -0.027
C 1.229960 0.689527 -0.341452 -1.8 -1.1 0.7 -0.084
O 1.189262 -0.662458 -0.515490 1.0 -0.6 0.6 -0.090
C 0.010250 -1.184463 0.095928 -1.5 0.7 -0.9 -0.079
H -1.460654 0.130274 1.165632 -0.6 0.3 1.9 0.119
H -0.137666 2.220763 0.031062 -0.5 1.6 0.5 0.085
H 2.229691 1.065904 -0.366362 0.2 0.6 -0.6 0.124
H -0.537479 -1.805322 -0.668678 0.6 0.4 0.8 0.136
H 0.250702 -1.819192 0.981373 -0.1 0.9 -0.5 0.132
```
Forces are in eV/Å.


Formula: C4H4OS
Source: the Open Molecules 2025 dataset
Level of theory: ωB97M-V/def2-TZVPD

E_HOMO   -7.5 eV
Relative energy (zero: lowest compared OMol25 entry of this formula, charge and spin)   1.373 eV
Gap between HOMO and LUMO   8.36 eV

Geometry as XYZ:
```
10
Properties=species:S:1:pos:R:3:forces:R:3:lowdin_charge:R:1
C 0.362901 -0.834192 0.994757 0.0 1.7 -1.0 -0.188
C 1.033316 0.314256 1.010371 -0.1 -0.4 0.0 -0.406
S 0.835868 1.634233 -0.141066 -0.1 -0.1 -0.1 0.881
C -0.436561 0.868675 -1.112535 0.1 -0.4 0.4 -0.400
C -0.949020 -0.337413 -0.900886 -0.6 -0.2 -0.4 -0.191
O -0.613016 -1.212821 0.106668 0.0 0.0 0.0 -0.058
H 0.522799 -1.562410 1.718944 0.2 -1.2 1.1 0.101
H 1.789539 0.458514 1.772513 -0.1 0.0 -0.1 0.068
H -0.796426 1.467045 -1.922588 -0.1 0.1 -0.3 0.058
H -1.749400 -0.795887 -1.526177 0.8 0.6 0.5 0.137
```
Forces are in eV/Å.


Formula: C7H10N2O
Source: the Open Molecules 2025 dataset
Level of theory: ωB97M-V/def2-TZVPD

E_HOMO   -8.8 eV
Relative energy (zero: lowest compared OMol25 entry of this formula, charge and spin)   3.680 eV
Gap between HOMO and LUMO   9.54 eV

Geometry as XYZ:
```
20
Properties=species:S:1:pos:R:3:forces:R:3:lowdin_charge:R:1
N -3.209666 0.328770 0.342653 -2.2 -0.3 -0.1 0.126
C -2.150330 0.535357 -0.464436 -0.5 -1.9 -3.7 -0.459
O -2.430850 0.743061 -1.657608 1.3 0.2 1.4 0.039
C -0.856282 -0.097218 -0.080792 0.5 0.9 0.6 -0.311
C -0.547452 -0.670893 1.284314 -0.2 -0.1 0.0 -0.020
C 0.257744 0.484975 0.786862 0.3 0.2 0.1 -0.091
C 1.201289 0.010111 -0.290653 0.2 0.0 0.1 -0.444
C 2.363609 0.746861 -0.860901 0.0 0.2 -0.2 -0.063
C 2.562150 -0.581688 -0.153913 0.1 -0.2 0.2 -0.070
N 0.097260 -0.535551 -1.094214 0.1 0.2 0.0 0.130
H -3.248480 0.731527 1.267955 -0.5 -0.4 -0.1 0.097
H -4.038004 0.131512 -0.311796 1.2 1.2 2.1 0.156
H -1.262918 -0.451545 2.077901 0.2 0.0 -0.3 0.104
H -0.104633 -1.669122 1.329994 -0.1 0.3 0.0 0.118
H 0.277661 1.456899 1.279451 0.0 -0.3 -0.2 0.145
H 2.458023 0.761759 -1.947984 0.0 0.0 0.3 0.108
H 2.689300 1.655727 -0.351653 -0.1 -0.3 -0.1 0.104
H 3.023598 -0.583536 0.835214 -0.1 0.0 -0.3 0.104
H 2.792867 -1.450996 -0.772437 0.0 0.3 0.2 0.103
H 0.125114 -1.546010 -1.217958 -0.1 0.2 0.1 0.123
```
Forces are in eV/Å.


Formula: C4H9NO
Source: the Open Molecules 2025 dataset
Level of theory: ωB97M-V/def2-TZVPD

E_HOMO (spin up / spin down)   -7.3 / -7.4 eV
Relative energy (zero: lowest compared OMol25 entry of this formula, charge and spin)   6.102 eV
Gap between HOMO and LUMO (spin up / spin down)   7.67 / 7.84 eV

Geometry as XYZ:
```
15
Properties=species:S:1:pos:R:3:forces:R:3:lowdin_charge:R:1
C -0.267284 0.730832 1.578674 0.0 0.0 0.0 -0.058
C 0.352891 0.327653 0.246288 0.1 0.1 0.1 -0.413
C 1.194449 -0.939961 0.319395 0.0 0.0 0.0 -0.059
N -0.706678 0.129147 -0.746494 0.0 0.0 0.3 -0.047
C -0.388896 -0.170328 -2.146175 -0.3 0.0 -0.1 -0.211
O -0.775738 1.141135 -2.051889 0.1 0.1 -0.1 -0.050
H 0.518059 0.900927 2.321036 -0.1 0.0 -0.1 0.084
H -0.921801 -0.061068 1.962779 0.1 0.1 -0.1 0.085
H -0.848935 1.655449 1.487313 0.1 -0.1 0.0 0.082
H 0.963906 1.153166 -0.136846 -0.1 -0.1 0.0 0.150
H 1.471488 -1.240519 -0.695731 0.0 0.0 0.2 0.068
H 0.635030 -1.752921 0.795691 0.1 0.1 -0.1 0.084
H 2.104181 -0.758957 0.899913 -0.1 0.0 -0.1 0.084
H -1.644087 0.417836 -0.467765 0.1 -0.1 -0.1 0.145
H -1.183917 -0.804209 -2.584657 0.1 0.1 0.1 0.055
```
Forces are in eV/Å.


Formula: C4H10NP
Source: the Open Molecules 2025 dataset
Level of theory: ωB97M-V/def2-TZVPD

E_HOMO   -9.5 eV
Relative energy (zero: lowest compared OMol25 entry of this formula, charge and spin)   1.924 eV
Gap between HOMO and LUMO   9.90 eV

Geometry as XYZ:
```
16
Properties=species:S:1:pos:R:3:forces:R:3:lowdin_charge:R:1
C 0.905137 -0.021803 2.153461 -1.4 -1.3 0.5 -0.391
P 1.078811 -1.002706 0.807949 -0.2 0.3 1.3 0.794
C 0.457514 -2.626271 1.462981 1.6 -0.1 -3.3 -0.382
H 0.388581 -0.253503 3.148728 1.0 0.0 -1.5 0.031
H 1.067222 1.008158 2.001234 0.5 1.2 0.0 -0.069
H 0.116466 -2.510849 2.415717 -1.0 0.1 2.6 -0.032
H -0.356258 -2.907965 0.762749 0.6 -0.4 0.5 0.029
H 1.348326 -3.304305 1.422415 -1.1 0.1 -0.1 0.037
C -2.936833 -0.922490 -2.822473 -0.8 0.1 -0.4 -0.092
N -3.456279 -1.918567 -3.046105 0.3 -0.2 0.2 0.050
H -2.688906 0.108276 -2.751209 0.5 0.1 0.2 0.042
C 0.826877 2.841943 -1.086603 -1.1 -0.4 -0.6 -0.023
H -0.211111 2.777256 -1.379337 -0.4 0.2 0.1 0.018
H 1.381655 2.787862 -1.986091 0.9 -1.1 -0.8 0.011
H 1.001327 2.138936 -0.304210 0.6 -0.6 0.2 -0.016
H 1.077473 3.806029 -0.799207 0.0 2.0 1.2 -0.006
```
Forces are in eV/Å.